This record from the Open Molecules 2025 dataset describes C17H31N2PmS as an isolated structure. The level of theory is ωB97M-V with the def2-TZVPD basis set.

Output
E_LUMO (alpha / beta)   -0.262 / -0.254 Ha
<S²>   6.02
Spin multiplicity   5
HOMO-LUMO gap (alpha / beta)   7.80 / 7.98 eV
Largest force on an atom   1.26 eV/Å
Net charge   +2

Last column: Löwdin charge in e.
Positions of all 52 atoms, in Å:
C  -0.2811  -3.1868  -2.8379  -0.086
H  -0.0497  -4.2530  -2.6467  0.093
H  -0.1553  -3.0429  -3.9176  0.089
H  -1.3219  -2.9775  -2.6147  0.067
C  0.6428  -2.2867  -1.9782  -0.345
H  0.4109  -1.2207  -2.1255  0.035
H  0.3712  -2.4420  -0.9155  0.079
C  2.1328  -2.5675  -2.1957  -0.106
H  2.7543  -2.1974  -1.3612  0.069
H  2.2992  -3.6597  -2.2450  0.093
H  2.5241  -2.1126  -3.1209  0.085
C  0.6397  2.9708  0.1243  -0.347
C  1.8081  2.5006  -0.5541  -0.331
C  1.3780  1.7818  -1.7151  -0.306
C  -0.0446  1.8038  -1.7438  -0.315
C  -0.5091  2.5184  -0.6011  -0.338
C  -1.9401  2.7582  -0.2629  -0.015
C  -0.9012  1.2114  -2.8117  -0.009
C  2.2417  1.1783  -2.7712  0.000
C  3.1807  2.4767  0.0094  -0.014
C  0.6204  3.6445  1.4452  -0.028
Pm  0.6330  0.4963  0.4221  1.734
H  -1.9044  0.9712  -2.4389  0.083
H  -1.0197  1.9209  -3.6487  0.120
H  -0.4762  0.2853  -3.2272  0.074
H  -2.5837  1.9880  -0.7108  0.082
H  -2.1089  2.7471  0.8218  0.079
H  -2.2816  3.7364  -0.6424  0.120
H  1.4567  3.3317  2.0750  0.081
H  0.6920  4.7347  1.3403  0.117
H  -0.3046  3.4489  1.9960  0.082
H  3.9091  2.1664  -0.7459  0.092
H  3.4583  3.4799  0.3524  0.116
H  3.2611  1.7942  0.8761  0.086
H  1.9148  0.1595  -3.0308  0.064
H  2.2136  1.7597  -3.7132  0.122
H  3.2882  1.1159  -2.4512  0.087
S  0.8987  0.1799  3.2013  0.625
C  -0.3996  -0.9492  3.1864  -0.789
N  -0.5354  -2.0247  3.9716  0.076
C  -1.7886  -2.8322  4.1214  -0.111
C  -2.6275  -2.7304  2.8660  -0.157
C  -2.7328  -1.3168  2.3627  -0.140
N  -1.3610  -0.7327  2.2122  -0.085
H  0.1978  -2.1602  4.6684  0.162
H  -2.3309  -2.4494  5.0048  0.144
H  -1.4962  -3.8712  4.3303  0.142
H  -3.6282  -3.0949  3.1015  0.139
H  -2.2140  -3.3831  2.0904  0.131
H  -3.3004  -0.6785  3.0526  0.144
H  -3.1847  -1.2675  1.3714  0.131
H  -1.4458  0.2771  2.0241  0.080